(1)
The following is a quantum chemistry calculation of a cluster of 8 separate species, H16O8 in total, from the Open Molecules 2025 dataset.

```
24
Properties=species:S:1:pos:R:3:nbo_charge:R:1
O 0.19 0.51 0.66 -0.76
H -0.48 0.07 0.98 0.52
H -0.15 0.92 -0.14 0.55
H 0.99 -0.03 0.61 0.57
O 2.30 -1.14 0.64 -1.31
H 3.06 -1.35 -0.05 0.45
O 2.51 -0.05 3.15 -0.98
H 2.45 -0.48 2.31 0.50
H 2.72 -0.75 3.69 0.45
O 1.14 -1.43 -1.74 -1.02
H 1.69 -2.29 -2.22 0.47
H 1.36 -1.60 -0.79 0.51
O -0.93 -0.11 -2.95 -0.96
H -0.91 0.85 -2.93 0.47
H -0.17 -0.42 -2.64 0.48
O -2.62 2.11 0.47 -0.98
H -2.57 2.12 1.53 0.50
H -3.65 2.01 0.39 0.49
O -1.30 -1.87 0.92 -0.97
H -2.12 -1.75 0.66 0.46
H -1.07 -2.88 1.11 0.51
O -0.65 2.16 -1.21 -0.95
H -0.26 2.93 -1.42 0.48
H -1.53 2.45 -1.02 0.50
```

Summary:
gap between HOMO and LUMO = 7.98 eV
E_tot = -16636.13753 eV



(2)
The following is a quantum chemistry calculation of a cluster of 8 separate species, H16O8 in total, from the Open Molecules 2025 dataset.

```
24
Properties=species:S:1:pos:R:3:nbo_charge:R:1
O 5.04 24.25 -1.42 -1.00
H 5.41 24.53 -0.57 0.49
H 5.47 23.41 -1.60 0.50
O 5.32 22.23 1.34 -0.93
H 5.37 23.13 1.19 0.46
H 6.25 21.98 1.19 0.46
O 2.22 24.12 -1.12 -0.95
H 3.17 24.17 -1.13 0.49
H 2.04 24.42 -0.24 0.46
O 6.46 21.96 -2.24 -0.98
H 6.51 21.31 -2.96 0.48
H 7.13 22.52 -2.60 0.48
O 8.06 23.63 -3.51 -0.94
H 7.38 24.23 -3.24 0.48
H 7.98 23.56 -4.49 0.49
O 2.64 25.42 -3.42 -0.96
H 3.52 24.99 -3.58 0.46
H 2.47 25.39 -2.51 0.48
O 4.74 20.36 -0.63 -0.96
H 5.23 21.12 -0.29 0.48
H 3.78 20.66 -0.61 0.47
O 5.67 24.98 1.09 -0.96
H 5.07 25.19 1.83 0.51
H 6.54 24.86 1.41 0.49
```

Summary:
gap between HOMO and LUMO = 10.05 eV
E_tot = -16639.46090 eV
SMILES = O.O.O.O.O.O.O.O



(3)
The following is a quantum chemistry calculation of a cluster of 8 separate species, H16O8 in total, from the Open Molecules 2025 dataset.

```
24
Properties=species:S:1:pos:R:3:nbo_charge:R:1
O -2.94 -0.75 -4.80 -0.94
H -3.85 -0.52 -4.99 0.46
H -2.55 0.07 -4.51 0.47
O 4.52 0.28 0.93 -0.94
H 4.47 -0.32 1.67 0.47
H 5.45 0.32 0.72 0.47
O 2.71 3.99 -1.02 -0.94
H 3.45 4.54 -1.25 0.47
H 3.11 3.20 -0.64 0.47
O -0.52 -1.11 -0.29 -0.94
H 0.33 -0.73 -0.07 0.47
H -1.00 -0.40 -0.71 0.47
O -1.00 2.72 -3.11 -0.95
H -1.63 3.42 -3.29 0.47
H -0.19 3.18 -2.89 0.48
O -3.63 -2.14 2.81 -0.93
H -3.45 -1.46 2.15 0.47
H -4.53 -1.96 3.09 0.47
O -0.35 -5.46 1.54 -0.94
H -1.11 -6.00 1.32 0.47
H -0.48 -4.65 1.06 0.47
O 0.74 1.47 4.16 -0.93
H 0.80 0.53 3.99 0.47
H 1.64 1.78 4.14 0.47
```

Summary:
gap between HOMO and LUMO = 11.29 eV
E_tot = -16639.17546 eV
SMILES = O.O.O.O.O.O.O.O



(4)
The following is a quantum chemistry calculation of a cluster of 8 separate species, H16O8 in total, from the Open Molecules 2025 dataset.

```
24
Properties=species:S:1:pos:R:3:nbo_charge:R:1
H -0.28 0.89 1.14 0.46
H -1.49 0.26 0.20 0.47
H -0.54 -3.43 0.30 0.46
H -0.68 -4.47 1.28 0.46
H -0.49 1.44 -0.81 0.50
H -1.92 1.94 -0.39 0.44
H 1.93 2.24 0.96 0.46
H 3.17 2.30 0.15 0.48
H -2.62 -2.61 -0.76 0.47
H -2.37 -1.22 -0.68 0.47
H 0.48 -1.97 2.90 0.47
H 0.81 -0.62 2.64 0.46
H 1.96 2.68 -1.81 0.49
H 1.94 4.04 -2.46 0.47
H -0.59 -1.44 -1.13 0.49
H -0.21 -0.49 -2.29 0.46
O -0.53 0.31 0.33 -0.91
O -0.44 -3.49 1.21 -0.92
O -1.21 2.03 -1.06 -0.97
O 2.40 1.77 0.26 -0.94
O -2.09 -1.99 -0.22 -0.92
O 0.76 -1.26 3.35 -0.93
O 2.37 3.60 -1.74 -0.95
O -0.37 -0.53 -1.37 -0.95
```

Summary:
gap between HOMO and LUMO = 10.57 eV
E_tot = -16636.16488 eV
SMILES = O.O.O.O.O.O.O.O



(5)
The following is a quantum chemistry calculation of a structure of composition H16O9V, from the Open Molecules 2025 dataset.

```
26
Properties=species:S:1:pos:R:3:nbo_charge:R:1
O 0.60 1.09 -0.21 -0.37
V -0.41 -0.08 -0.41 1.71
O 0.66 1.77 2.79 -0.76
H 0.24 2.50 2.34 0.49
H 0.79 2.08 3.68 0.52
O 0.78 -1.21 -2.02 -0.93
H 1.16 -2.06 -1.78 0.51
H 0.70 -1.24 -2.98 0.54
O 3.58 0.94 0.12 -0.28
H 3.49 -0.01 -0.01 0.50
H 4.03 1.02 0.96 0.52
O -1.31 -0.64 1.76 -0.95
H -1.78 0.05 2.25 0.53
H -0.98 -1.23 2.43 0.53
O -1.25 0.59 -2.46 -0.94
H -1.04 1.40 -2.94 0.54
H -1.60 0.00 -3.13 0.53
O -1.94 -1.70 -0.99 -0.95
H -2.15 -2.35 -0.32 0.54
H -2.03 -2.16 -1.82 0.53
O -1.92 1.65 0.04 -0.94
H -2.18 2.36 0.62 0.54
H -2.44 1.78 -0.75 0.52
O 1.39 -1.35 0.73 -0.97
H 1.73 -1.06 1.57 0.52
H 1.90 -2.14 0.52 0.52
```

Summary:
⟨S²⟩ = 2.04
net charge = +3
spin multiplicity = 3
gap between HOMO and LUMO (alpha / beta) = 10.22 / 3.73 eV
E_tot = -44342.88356 eV



(6)
The following is a quantum chemistry calculation of a cluster of 8 separate species, H17O8 in total, from the Open Molecules 2025 dataset.

```
25
Properties=species:S:1:pos:R:3:nbo_charge:R:1
O 0.06 -0.16 0.24 -0.86
H 0.20 0.81 -0.06 0.57
H 0.18 -0.31 1.30 0.59
H 0.49 -0.77 -0.40 0.58
O 2.02 -0.20 -1.64 -0.96
H 2.77 -0.82 -1.56 0.48
H 2.33 0.20 -2.41 0.49
O 1.30 -2.62 0.34 -0.96
H 1.25 -3.15 -0.54 0.49
H 2.23 -2.34 0.42 0.48
O -1.87 0.85 3.38 -0.93
H -2.55 1.08 4.08 0.49
H -1.64 -0.05 3.60 0.45
O -1.50 -0.68 -2.59 -0.95
H -2.31 -1.01 -2.19 0.49
H -1.32 -1.53 -3.12 0.50
O -2.13 1.81 -2.43 -0.97
H -1.50 2.36 -1.92 0.45
H -1.55 0.89 -2.42 0.48
O 0.89 -0.71 2.83 -0.94
H 0.20 -1.16 3.38 0.50
H 1.70 -1.01 3.03 0.49
O 0.08 2.55 -0.31 -0.91
H -0.18 3.25 -0.05 0.46
H 0.88 2.72 -0.95 0.50
```

Summary:
net charge = +1
gap between HOMO and LUMO = 9.54 eV
E_tot = -16647.14181 eV